{
  "formula": "C55H42F3IrN5S3Sb",
  "method": "ωB97M-V/def2-TZVPD",
  "species": ["Ir", "N", "S", "N", "S", "N", "S", "N", "C", "C", "C", "C", "C", "C", "C", "C", "C", "C", "C", "C", "C", "C", "C", "C", "C", "C", "C", "C", "C", "C", "C", "C", "C", "C", "C", "C", "C", "C", "C", "C", "C", "C", "C", "C", "H", "H", "H", "H", "H", "H", "H", "H", "H", "H", "H", "H", "H", "H", "H", "H", "H", "H", "H", "H", "H", "H", "H", "H", "H", "H", "H", "H", "H", "H", "N", "C", "F", "C", "C", "C", "C", "C", "C", "Sb", "C", "C", "C", "C", "F", "C", "C", "C", "C", "C", "C", "F", "C", "C", "H", "H", "H", "H", "H", "H", "H", "H", "H", "H", "H", "H"],
  "positions_angstrom": [[0.5236, 0.3330, 0.3695], [0.0423, -1.5630, 0.0066], [-0.7156, -2.1435, -1.1595], [-0.6328, -1.7155, -2.7254], [0.4474, -0.8051, -3.3847], [1.9457, -1.1079, -3.0479], [2.7725, -0.2537, -1.9318], [2.0777, 0.4860, -0.8415], [3.8922, -1.5253, -1.3843], [3.3280, -2.5431, -0.6220], [4.1481, -3.5442, -0.1353], [5.5145, -3.5179, -0.4004], [6.0610, -2.4892, -1.1501], [5.2490, -1.4780, -1.6503], [3.7717, 0.8670, -2.8831], [4.1340, 0.5515, -4.1864], [4.8909, 1.4631, -4.9043], [5.2745, 2.6646, -4.3182], [4.9053, 2.9617, -3.0137], [4.1446, 2.0602, -2.2831], [0.2894, -1.1364, -5.1058], [-0.7551, -0.5326, -5.7910], [-0.9126, -0.8256, -7.1360], [-0.0385, -1.7048, -7.7613], [0.9999, -2.2982, -7.0538], [1.1783, -2.0157, -5.7088], [-0.0785, 0.8463, -3.0314], [-1.2439, 0.9527, -2.1285], [-1.2448, 2.3102, -1.4943], [-0.5280, 3.4485, -1.9795], [0.3883, 3.2485, -2.9551], [0.6570, 1.9105, -3.4191], [-0.3283, -3.8670, -1.1415], [-0.3971, -4.5300, 0.0789], [-0.0672, -5.8723, 0.1226], [0.3246, -6.5341, -1.0372], [0.3811, -5.8574, -2.2453], [0.0477, -4.5108, -2.3074], [-2.4906, -2.0038, -0.9985], [-3.3361, -2.4227, -2.0179], [-4.7040, -2.3027, -1.8389], [-5.2100, -1.7612, -0.6623], [-4.3502, -1.3461, 0.3444], [-2.9775, -1.4797, 0.1835], [2.2652, -2.5520, -0.4077], [3.7219, -4.3470, 0.4514], [6.1525, -4.3022, -0.0163], [7.1232, -2.4644, -1.3500], [5.6852, -0.6765, -2.2297], [3.8314, -0.3861, -4.6337], [5.1827, 1.2365, -5.9204], [5.8650, 3.3723, -4.8841], [5.2077, 3.8966, -2.5624], [3.8345, 2.2803, -1.2709], [-1.4275, 0.1532, -5.2917], [-1.7147, -0.3645, -7.6951], [-0.1642, -1.9265, -8.8124], [1.6752, -2.9799, -7.5517], [1.9850, -2.4641, -5.1455], [-2.1842, 0.4720, -2.4076], [-2.9340, 1.6005, -0.6006], [-0.7545, 4.4309, -1.5864], [0.9589, 4.0656, -3.3703], [1.5054, 1.7657, -4.0802], [-0.6998, -4.0054, 0.9746], [-0.1209, -6.4066, 1.0611], [0.5779, -7.5847, -0.9964], [0.6777, -6.3756, -3.1467], [0.0752, -3.9848, -3.2515], [-2.9386, -2.8301, -2.9377], [-5.3774, -2.6271, -2.6203], [-6.2797, -1.6663, -0.5332], [-4.7387, -0.9234, 1.2611], [-2.3002, -1.1570, 0.9603], [-2.0519, 2.0352, -0.3107], [-0.9247, 1.1456, -0.6433], [-6.5278, -0.9098, 4.3154], [-5.2679, -0.5946, 4.0026], [-4.8995, 0.7381, 3.9719], [-3.5892, 1.0561, 3.6470], [-2.6702, 0.0563, 3.3428], [-3.0769, -1.2768, 3.3881], [-4.3776, -1.6167, 3.7222], [-0.6526, 0.4671, 2.8593], [-0.4999, 2.5636, 3.1760], [-1.3440, 3.4738, 2.5407], [-1.1585, 4.8400, 2.6885], [-0.1050, 5.2855, 3.4657], [0.0856, 6.6016, 3.6036], [0.7600, 4.4152, 4.1014], [0.5536, 3.0531, 3.9496], [0.4442, -0.2312, 4.5027], [0.1087, 0.2245, 5.7773], [0.8041, -0.2244, 6.8856], [1.8296, -1.1364, 6.6969], [2.5030, -1.5721, 7.7632], [2.1809, -1.6146, 5.4484], [1.4734, -1.1549, 4.3483], [-5.6265, 1.5002, 4.2156], [-3.2922, 2.0970, 3.6492], [-2.3754, -2.0790, 3.1802], [-4.7078, -2.6449, 3.7760], [-2.1511, 3.1355, 1.9076], [-1.8146, 5.5563, 2.2132], [1.5676, 4.8073, 4.7037], [1.2280, 2.3742, 4.4568], [-0.6968, 0.9362, 5.9183], [0.5672, 0.1139, 7.8847], [2.9874, -2.3280, 5.3567], [1.7428, -1.5231, 3.3642]],
  "forces_ev_per_angstrom": [[-0.06, -0.92, 1.01], [0.42, 0.31, -0.31], [-0.43, 0.37, 0.40], [0.54, 0.00, -0.05], [-0.18, -0.10, 0.24], [-0.24, 0.27, -0.02], [0.12, 0.00, 0.25], [0.09, -0.06, -0.49], [-0.13, 0.03, 0.00], [-0.09, -0.07, 0.02], [0.04, 0.03, -0.02], [-0.04, 0.01, -0.01], [0.01, 0.00, 0.01], [0.09, 0.05, -0.04], [-0.12, -0.02, 0.07], [0.03, -0.06, -0.06], [0.01, 0.03, 0.01], [-0.01, -0.02, -0.01], [0.00, 0.00, -0.01], [0.01, 0.04, 0.05], [0.06, 0.12, 0.09], [-0.05, -0.02, -0.03], [-0.01, 0.01, 0.02], [0.02, -0.01, 0.00], [-0.01, 0.01, 0.00], [0.00, -0.03, -0.04], [0.14, -0.14, -0.13], [0.12, -0.10, 0.28], [0.00, 0.05, 0.52], [0.14, 0.10, -0.28], [-0.14, 0.07, 0.11], [0.02, -0.14, -0.02], [-0.06, 0.03, -0.09], [-0.01, 0.01, 0.05], [0.00, -0.02, -0.03], [-0.01, 0.03, 0.02], [0.00, -0.01, 0.02], [0.02, -0.08, -0.10], [0.12, -0.15, -0.03], [-0.06, -0.05, -0.10], [0.03, -0.01, -0.02], [0.04, 0.02, 0.03], [-0.06, 0.03, -0.07], [-0.01, 0.08, 0.00], [0.01, 0.03, -0.02], [0.00, 0.00, 0.01], [0.01, 0.00, 0.00], [0.00, 0.00, 0.00], [-0.02, 0.01, -0.01], [-0.02, 0.00, 0.02], [0.00, 0.00, -0.01], [0.01, 0.00, 0.00], [0.00, 0.00, 0.00], [-0.01, -0.02, 0.00], [0.00, 0.01, 0.00], [0.00, 0.00, 0.00], [0.00, 0.00, 0.00], [0.01, 0.00, 0.00], [0.00, 0.01, 0.02], [-0.02, 0.03, -0.03], [-0.04, 0.07, 0.08], [0.04, 0.02, -0.01], [-0.01, 0.03, 0.01], [0.01, -0.02, 0.01], [0.00, 0.03, 0.00], [0.00, 0.00, 0.01], [0.00, -0.01, 0.00], [0.00, -0.01, 0.00], [0.00, 0.03, 0.03], [0.02, -0.01, 0.01], [0.00, -0.01, 0.00], [0.00, 0.01, 0.01], [-0.01, 0.01, -0.07], [0.05, -0.04, -0.10], [0.07, -0.21, -0.25], [-0.58, 0.01, -0.29], [0.00, 0.00, 0.00], [0.02, 0.00, 0.02], [-0.02, -0.10, 0.01], [0.06, 0.13, -0.04], [0.02, -0.23, 0.08], [0.05, -0.09, 0.19], [0.00, 0.08, 0.11], [-0.06, 0.95, -1.04], [0.15, -0.05, 0.10], [-0.09, 0.05, -0.04], [0.05, -0.01, 0.04], [0.00, -0.01, 0.00], [-0.01, -0.02, -0.01], [-0.06, 0.05, -0.03], [0.05, -0.05, 0.06], [-0.05, -0.25, 0.00], [-0.05, -0.01, 0.03], [0.05, -0.04, 0.00], [-0.01, 0.01, 0.00], [0.00, 0.00, 0.00], [-0.03, 0.03, 0.06], [0.06, 0.02, -0.11], [0.00, 0.01, 0.00], [0.00, -0.01, 0.00], [0.00, 0.02, 0.00], [0.01, -0.01, -0.01], [0.01, -0.05, -0.04], [0.00, 0.00, 0.00], [0.01, -0.01, 0.00], [0.01, -0.02, -0.01], [-0.01, 0.00, -0.02], [-0.01, 0.01, 0.00], [0.01, -0.01, -0.01], [-0.02, 0.00, -0.01]],
  "max_force_ha_per_bohr": 0.0274,
  "gap_ev": 7.06,
  "e_tot_ha": -4232.6891,
  "mol_weight_g_mol": 1240.15,
  "e_homo_ev": -12.65,
  "total_charge": 2
}

---

{
  "formula": "C55H44BiBrClN5OS",
  "method": "ωB97M-V/def2-TZVPD",
  "species": ["Bi", "C", "C", "C", "C", "C", "C", "C", "C", "C", "C", "C", "C", "C", "C", "C", "C", "C", "C", "C", "N", "C", "C", "C", "C", "C", "C", "C", "C", "C", "C", "C", "C", "N", "C", "C", "C", "C", "C", "N", "C", "C", "C", "C", "C", "C", "C", "C", "N", "H", "H", "H", "H", "H", "H", "H", "H", "H", "H", "H", "H", "H", "H", "H", "H", "H", "H", "H", "H", "H", "H", "H", "H", "H", "H", "H", "H", "C", "C", "C", "C", "C", "Br", "N", "C", "H", "H", "H", "H", "H", "H", "Cl", "C", "H", "H", "O", "S", "C", "C", "C", "C", "H", "H", "H", "H", "H", "H", "H", "H"],
  "positions_angstrom": [[-0.1448, 0.2669, 0.0856], [4.7056, 3.2663, 5.5633], [3.3526, 3.5680, 5.5326], [2.5779, 3.1911, 4.4434], [3.1639, 2.5095, 3.3866], [4.5201, 2.2059, 3.4147], [5.2919, 2.5917, 4.4990], [2.3119, 1.9600, 2.2707], [2.0556, 2.6838, 1.0669], [2.5051, 3.9557, 0.7655], [1.9127, 4.3139, -0.4407], [1.1281, 3.2377, -0.8490], [0.3054, 3.2109, -2.0240], [0.2739, 4.4736, -2.8263], [1.1509, 4.6349, -3.8958], [1.1460, 5.8023, -4.6462], [0.2611, 6.8254, -4.3362], [-0.6124, 6.6760, -3.2690], [-0.6037, 5.5073, -2.5191], [-0.3696, 2.1383, -2.4966], [-0.4170, 0.8304, -1.9722], [-1.0851, 0.0356, -2.9235], [-1.2125, -1.3101, -2.9521], [-2.0698, -1.8692, -4.0424], [-3.4552, -1.8011, -3.9219], [-4.2771, -2.2801, -4.9325], [-3.7192, -2.8337, -6.0766], [-2.3391, -2.9147, -6.1987], [-1.5184, -2.4388, -5.1851], [-0.6679, -2.2692, -2.0307], [-0.8766, -3.6460, -2.1701], [-0.3625, -4.2446, -1.0385], [0.1540, -3.2320, -0.2290], [0.0028, -1.9937, -0.8666], [0.6028, -3.4973, 1.1091], [1.3960, -2.7093, 1.8425], [1.2576, -2.1549, 3.3747], [2.6646, -0.6304, 3.9931], [1.8696, 0.7557, 2.5219], [1.7537, -1.3245, 1.7228], [0.2278, -4.7779, 1.7798], [1.2027, -5.7268, 2.0656], [0.8689, -6.9008, 2.7292], [-0.4364, -7.1234, 3.1383], [-1.4132, -6.1739, 2.8660], [-1.0838, -5.0128, 2.1851], [-1.5300, 0.9027, -4.0028], [-1.0993, 2.1434, -3.7551], [1.2186, 2.2042, 0.0583], [5.3038, 3.5508, 6.4192], [2.8936, 4.0876, 6.3639], [1.5144, 3.3963, 4.4177], [4.9570, 1.6590, 2.5890], [6.3485, 2.3583, 4.5181], [3.1710, 4.5386, 1.3821], [2.0292, 5.2395, -0.9804], [1.8430, 3.8356, -4.1320], [1.8379, 5.9129, -5.4714], [0.2545, 7.7353, -4.9223], [-1.2996, 7.4731, -3.0129], [-1.2799, 5.3923, -1.6837], [-3.8787, -1.3734, -3.0200], [-5.3535, -2.2240, -4.8275], [-4.3579, -3.1933, -6.8731], [-1.8995, -3.3505, -7.0869], [-0.4410, -2.4995, -5.2781], [-1.3363, -4.1284, -3.0162], [-0.3532, -5.2926, -0.7832], [1.4596, -2.7154, 4.2918], [2.8835, -0.4134, 5.0198], [2.2237, -5.5449, 1.7557], [1.6321, -7.6415, 2.9307], [-0.6960, -8.0329, 3.6644], [-2.4335, -6.3373, 3.1904], [-1.8374, -4.2666, 1.9735], [-2.0779, 0.5548, -4.8630], [-1.2184, 3.0197, -4.3716], [-4.6723, 2.4766, -2.8470], [-3.8467, 2.7587, -1.6259], [-3.7101, 4.0466, -1.1152], [-2.9163, 4.2762, -0.0084], [-2.2488, 3.1917, 0.5360], [-1.1711, 3.4336, 2.0768], [-2.3532, 1.9626, 0.0727], [-3.1538, 1.7491, -0.9802], [-5.5745, 3.0880, -2.8639], [-4.9526, 1.4253, -2.8999], [-4.0902, 2.7066, -3.7413], [-4.2303, 4.8715, -1.5880], [-2.8077, 5.2588, 0.4272], [-3.2210, 0.7169, -1.2999], [1.5719, -0.6762, 2.9977], [0.2137, -0.2504, 3.5540], [-0.2854, 0.7194, 3.4925], [-0.5284, -0.8807, 4.0415], [-2.6259, -1.0237, -0.0530], [-2.6854, -1.7394, 1.2760], [-4.3602, -2.4806, 1.3143], [-5.0294, -1.9896, 2.5890], [-4.6526, -0.5152, 2.6932], [-3.1405, -0.4837, 2.5308], [-4.2626, -3.5638, 1.2576], [-4.8459, -2.1107, 0.4110], [-4.6307, -2.5319, 3.4502], [-6.1087, -2.1394, 2.5587], [-4.9555, -0.0761, 3.6439], [-5.1236, 0.0539, 1.8883], [-2.6253, -0.7743, 3.4467], [-2.7385, 0.4697, 2.1877]],
  "forces_ev_per_angstrom": [[0.35, -0.56, -0.43], [0.04, 0.00, 0.00], [-0.07, 0.03, 0.02], [0.06, -0.02, -0.06], [0.12, 0.02, -0.31], [0.03, 0.19, -0.04], [-0.04, 0.02, 0.00], [0.39, -0.20, 0.22], [-0.50, -0.09, -0.40], [-0.02, 0.01, 0.21], [0.00, 0.16, -0.19], [-0.06, -0.25, 0.16], [-0.07, 0.08, -0.06], [0.03, -0.08, -0.02], [0.00, 0.04, 0.02], [0.01, -0.02, 0.00], [0.00, 0.01, -0.01], [-0.02, -0.01, 0.04], [0.06, 0.04, -0.05], [0.19, 0.00, 0.00], [0.10, -0.01, -0.26], [0.11, -0.17, -0.03], [-0.03, 0.02, -0.03], [0.04, 0.05, 0.04], [0.01, -0.07, -0.05], [0.00, 0.00, 0.01], [-0.01, 0.03, -0.01], [0.02, -0.03, 0.00], [-0.05, 0.01, -0.02], [0.08, -0.03, 0.16], [-0.04, -0.05, -0.21], [0.02, -0.06, 0.22], [-0.13, 0.15, -0.28], [-0.14, -0.12, 0.34], [0.44, -0.03, -0.31], [-0.26, 4.00, 5.84], [-0.19, -11.82, 0.64], [4.95, 0.31, 1.31], [2.81, 5.14, -1.26], [1.65, -0.54, -11.01], [-0.05, 0.08, -0.05], [0.00, -0.06, 0.00], [-0.01, 0.00, 0.04], [-0.02, -0.01, -0.03], [-0.02, 0.03, 0.01], [0.03, -0.08, -0.05], [-0.09, 0.09, 0.09], [-0.08, -0.02, 0.03], [0.16, 0.31, 0.33], [0.00, 0.02, 0.00], [0.01, 0.01, 0.00], [0.00, 0.04, 0.02], [0.00, -0.03, 0.01], [0.00, -0.01, 0.01], [-0.01, 0.03, 0.00], [0.02, -0.01, -0.01], [0.00, -0.01, 0.00], [-0.01, 0.00, -0.01], [0.01, 0.01, 0.01], [-0.01, 0.00, -0.02], [0.01, 0.00, 0.03], [0.00, 0.00, 0.01], [0.00, 0.01, 0.00], [0.00, -0.03, 0.01], [0.00, 0.01, -0.01], [0.00, 0.01, 0.00], [-0.05, 0.00, 0.03], [-0.01, -0.01, -0.05], [-0.60, 0.23, 0.23], [-0.66, 0.13, 0.19], [-0.01, 0.02, -0.02], [0.01, 0.01, 0.01], [0.01, -0.01, 0.00], [0.00, -0.01, -0.01], [-0.01, -0.02, -0.03], [0.03, 0.00, -0.03], [0.01, 0.00, -0.01], [0.07, 0.02, 0.01], [-0.04, 0.01, -0.01], [-0.02, -0.05, 0.02], [0.00, 0.06, 0.09], [-0.14, -0.09, 0.01], [-0.01, 0.01, 0.00], [0.02, 0.19, 0.08], [0.03, 0.06, 0.05], [-0.02, -0.03, 0.00], [-0.01, 0.00, 0.00], [-0.02, -0.02, -0.02], [0.00, 0.01, 0.02], [0.02, 0.01, -0.02], [0.01, 0.02, -0.07], [-2.59, 0.44, 3.07], [-7.60, 2.69, 1.98], [0.84, 0.33, -0.77], [1.03, -0.69, 0.54], [0.12, 0.14, 0.21], [-0.42, 0.26, -0.25], [0.20, -0.27, 0.23], [-0.04, 0.15, -0.07], [0.05, 0.00, 0.06], [0.02, -0.10, 0.02], [0.00, 0.00, -0.06], [0.07, 0.06, -0.02], [-0.08, -0.02, 0.03], [0.01, -0.07, 0.00], [-0.02, 0.03, -0.02], [-0.03, -0.01, 0.01], [-0.05, -0.01, 0.05], [0.06, -0.03, -0.05]],
  "max_force_ha_per_bohr": 0.2303,
  "gap_ev": [4.56, 5.18],
  "e_tot_ha": -6117.3762,
  "mol_weight_g_mol": 1147.39,
  "e_homo_ev": [-5.70, -5.70],
  "total_charge": 0
}

---

- Number 1 is which compound?
  C55H42F3IrN5S3Sb